Entry 1:
DFT (ωB97M-V with the def2-TZVPD basis set) results for 2 unconnected molecules or ions with the total composition C22H19Cl2.

```
43
Properties=species:S:1:pos:R:3
Cl 0.36873 -3.38516 -6.68338
C 0.47440 -2.93949 -5.03480
C 0.14963 -3.85279 -4.01893
C 0.22158 -3.46782 -2.68444
C 0.62106 -2.16568 -2.31835
C 0.75398 -1.84015 -0.92485
C 1.04111 -0.60070 -0.47179
C 1.26894 -0.34141 0.96111
C 1.91152 0.97291 1.31087
C 2.78265 0.99182 2.39160
C 3.37640 2.19082 2.77046
C 3.05699 3.37179 2.08666
Cl 3.77925 4.84976 2.53964
C 2.16067 3.35049 1.01169
C 1.57826 2.14150 0.62776
C 0.96160 -1.26345 -3.35400
C 0.88924 -1.64622 -4.69405
H -0.16824 -4.85024 -4.30558
H -0.00627 -4.19692 -1.90306
H 0.56760 -2.65170 -0.21886
H 1.12366 0.24301 -1.15320
H 1.71372 -1.20769 1.48879
H 3.00013 0.06295 2.92636
H 4.08513 2.22342 3.58714
H 1.90352 4.26021 0.48452
H 0.85085 2.10063 -0.18626
H 1.32911 -0.27610 -3.08421
H 1.15362 -0.93417 -5.47038
H 0.28682 -0.27107 1.37453
C -1.93108 -0.14876 2.39481
C -1.74762 1.23306 2.48635
C -2.71789 2.18657 2.21610
C -3.91619 1.84647 1.60254
C -4.29217 0.70317 0.89792
C -3.58920 -0.45384 0.58964
C -2.41241 -0.78201 1.24676
H -1.38179 -0.77664 3.12130
H -0.78342 1.60460 2.85507
H -2.58579 3.20887 2.60227
H -4.68482 2.61553 1.66985
H -5.30646 0.72295 0.50037
H -4.03391 -1.18433 -0.10202
H -1.85289 -1.64419 0.86404
```

Output
ΔE to the lowest compared entry with this formula, charge and spin = 176.43 kJ/mol
HOMO = -10.48 eV
spin multiplicity = 1
Kohn-Sham gap = 0.1752 Eh
charge = +1
LUMO energy = -5.7 eV
strongest force on any atom = 2.0 eV/A

=====

Entry 2:
DFT (ωB97M-V with the def2-TZVPD basis set) results for 7 unconnected molecules or ions with the total composition C29H56O24S.

```
110
Properties=species:S:1:pos:R:3
C 0.57375 2.81623 2.23488
C -0.01197 1.49283 1.52170
C 0.91593 0.94717 0.33315
C 0.21450 -0.16299 -0.58695
C -0.52267 -1.32763 0.25289
C -2.11124 -1.19807 0.31107
O -2.52837 -2.61874 0.23960
S -3.12966 -3.13224 1.71762
O -2.54690 -4.35782 2.34493
O -4.57349 -3.47579 1.51721
O -2.72867 -1.74339 2.55789
C -2.82350 -0.60395 1.61159
C -4.40110 -0.34142 1.58499
C -4.83270 1.17585 1.29962
O -3.77395 2.02727 0.77603
C -4.12331 2.33789 -0.56653
C -3.22814 1.67162 -1.71613
O -5.06528 3.05300 -0.92354
H 1.31761 3.37607 1.56533
H -0.29650 3.52472 2.40723
H 1.08423 2.59589 3.23255
H -1.08293 1.71308 1.19403
H -0.01390 0.67616 2.32378
H 1.83606 0.45686 0.81864
H 1.33120 1.80467 -0.30888
H 1.06913 -0.68042 -1.15492
H -0.45068 0.28989 -1.40172
H -0.01935 -1.40323 1.27432
H -0.30299 -2.29981 -0.31538
H -2.67908 -0.74572 -0.55987
H -2.35656 0.26088 2.17277
H -4.93183 -1.00344 0.81319
H -4.84084 -0.63329 2.60409
H -5.19282 1.64136 2.28594
H -5.76216 1.14222 0.63212
H -2.24208 1.38181 -1.20923
H -3.74306 0.67486 -1.97009
H -3.09261 2.33206 -2.62315
C -11.34067 -4.94116 1.76987
O -10.06485 -4.43803 2.15958
C -9.02754 -5.17129 1.72215
O -9.10107 -6.17371 1.05689
O -7.89868 -4.59281 2.15495
C -6.70284 -5.27025 1.76156
H -12.09978 -4.27296 2.17690
H -11.43546 -4.95089 0.68213
H -11.50297 -5.93989 2.18016
H -6.61298 -5.29268 0.67373
H -6.68120 -6.28258 2.17160
H -5.85502 -4.71334 2.16638
C -4.00397 6.15424 -4.59513
O -2.83733 6.34835 -5.39356
C -2.47935 5.27490 -6.11362
O -3.04703 4.21164 -6.13031
O -1.37825 5.59157 -6.81180
C -0.88087 4.53420 -7.63005
H -4.19885 7.08245 -4.05813
H -4.86834 5.93073 -5.22346
H -3.84268 5.35978 -3.86370
H -1.62106 4.24558 -8.37885
H -0.59490 3.67571 -7.01901
H 0.00632 4.90239 -8.14529
C 6.02367 2.42652 -2.71030
O 4.88166 3.00696 -2.07928
C 4.59044 4.24773 -2.49911
O 5.19610 4.87439 -3.33030
O 3.50525 4.66839 -1.82974
C 3.07803 5.98475 -2.17757
H 6.16214 1.42880 -2.29367
H 5.86352 2.33331 -3.78624
H 6.91969 3.01498 -2.50290
H 2.80036 6.03366 -3.23226
H 3.85624 6.71556 -1.94902
H 2.19824 6.21776 -1.57754
C 4.03128 0.85954 5.00052
O 3.12128 -0.21872 5.20668
C 3.20330 -1.18813 4.28260
O 3.95598 -1.20693 3.34137
O 2.29880 -2.13019 4.58712
C 2.27416 -3.23133 3.68012
H 3.88042 1.58289 5.80185
H 5.06352 0.50660 5.04454
H 3.83257 1.35358 4.04698
H 3.23422 -3.75102 3.67685
H 2.01247 -2.89536 2.67428
H 1.50752 -3.92720 4.02140
C 0.22730 -5.24067 0.37558
O 1.37871 -5.04182 -0.44519
C 1.74276 -6.12163 -1.15396
O 1.19213 -7.19276 -1.14501
O 2.82795 -5.79885 -1.87451
C 3.32909 -6.86156 -2.68342
H 0.02431 -4.30748 0.90104
H -0.64288 -5.48816 -0.23560
H 0.41204 -6.01987 1.11753
H 2.58190 -7.17381 -3.41566
H 3.63799 -7.70535 -2.06328
H 4.20227 -6.48810 -3.21852
C 10.29761 1.18204 2.25886
O 9.20899 2.07696 2.47971
C 8.22750 1.98327 1.56987
O 8.20510 1.23269 0.62703
O 7.27553 2.87135 1.89273
C 6.16098 2.88008 1.00217
H 11.02795 1.34553 3.05132
H 9.96001 0.14488 2.30788
H 10.77651 1.38702 1.29933
H 5.65968 1.90993 1.00248
H 6.47596 3.15159 -0.00649
H 5.45505 3.63176 1.35598
```

Output
SMILES string = CCCCC[C@H]1OS(=O)(=O)O[C@@H]1CCOC(C)=O.COC(=O)OC.COC(=O)OC.COC(=O)OC.COC(=O)OC.COC(=O)OC.COC(=O)OC
HOMO = -10.59 eV
spin multiplicity = 1
Kohn-Sham gap = 0.3924 Eh
LUMO energy = 0.1 eV
strongest force on any atom = 4.5 eV/A

=====

Entry 3:
DFT (ωB97M-V with the def2-TZVPD basis set) results for 2 unconnected molecules or ions with the total composition C2H8S3.

```
13
Properties=species:S:1:pos:R:3
S 0.27312 2.37836 3.39921
S -1.25002 1.96909 1.98058
H 1.28065 1.81196 2.77108
H -1.14230 2.68813 0.81544
C -0.57255 -1.84460 -1.13785
C 0.71584 -1.08431 -1.19723
S 0.39167 0.75604 -0.76763
H -1.13837 -1.56075 -0.24480
H -0.36811 -2.91136 -1.06113
H -1.31064 -1.60262 -1.90861
H 1.37152 -1.45467 -0.42143
H 1.26005 -1.06568 -2.14623
H 0.48915 1.92040 -0.08140
```

Output
ΔE to the lowest compared entry with this formula, charge and spin = 241.63 kJ/mol
HOMO (alpha / beta) = -13.80 / -13.44 eV
spin multiplicity = 2
Kohn-Sham gap (alpha / beta) = 0.2895 / 0.1882 Eh
charge = +1
LUMO energy (alpha / beta) = -5.9 / -8.3 eV
strongest force on any atom = 3.3 eV/A

=====

Entry 4:
DFT (ωB97M-V with the def2-TZVPD basis set) results for 2 unconnected molecules or ions with the total composition C8H9ClN.

```
19
Properties=species:S:1:pos:R:3
C 2.52486 1.18185 0.02154
C 1.64778 2.25224 -0.16265
C 1.93283 -0.06061 0.24346
C 0.28132 2.06941 -0.20044
C 0.53263 -0.12233 0.16295
C -1.45831 -1.92605 -0.17861
C -2.20706 -0.90614 -0.73272
C -2.89931 -0.03687 0.15993
N -0.22679 0.90053 0.02734
Cl -4.02410 1.15559 -0.20438
H 3.68196 1.30876 -0.04996
H 2.07414 3.16452 -0.40102
H 2.57582 -0.98826 0.55284
H -0.52219 2.85788 -0.56423
H 0.03177 -1.01730 0.39063
H -0.98111 -2.52875 -0.85056
H -1.57375 -2.20856 0.93344
H -2.13749 -0.73731 -1.73059
H -2.98890 -0.12367 1.26136
```

Output
ΔE to the lowest compared entry with this formula, charge and spin = 99.60 kJ/mol
HOMO = -13.40 eV
spin multiplicity = 1
Kohn-Sham gap = 0.2616 Eh
charge = +1
LUMO energy = -6.3 eV
strongest force on any atom = 4.4 eV/A